{"formula": "C10H15BBr2F4MnN2O3", "method": "ωB97M-V/def2-TZVPD", "relative_energy_kj_mol": 35.7, "homo_lumo_gap_ev": [7.370, 8.838], "multiplicity": 5, "charge": 1, "symbols": ["Br", "Br", "Mn", "F", "F", "F", "F", "O", "O", "O", "N", "N", "C", "C", "C", "C", "C", "C", "C", "C", "C", "C", "B", "H", "H", "H", "H", "H", "H", "H", "H", "H", "H", "H", "H", "H", "H", "H"], "coordinates": [[1.1129, 0.2778, -3.0383], [-1.1519, 2.5184, -3.3749], [-0.3871, -0.4800, -1.0460], [-0.4978, -2.4825, -2.2391], [-2.7524, -2.7152, -2.7176], [-1.3199, -1.7880, -4.2718], [-1.7937, -0.5766, -2.2942], [-1.2817, -1.3775, 0.2637], [-2.1521, -1.2703, 2.3042], [-1.2791, 1.2169, -0.0940], [1.2629, -0.5003, 0.0822], [4.6243, -0.6121, 2.4798], [-1.7938, -0.7158, 1.3072], [-3.3850, 1.1895, 1.1258], [3.5322, -0.5744, 1.7073], [-0.2396, 1.0704, -4.2174], [2.0297, 0.5987, 0.2537], [2.7170, -1.7105, 1.5304], [1.6117, -1.6317, 0.7343], [-1.9168, 0.8090, 1.1704], [-1.1609, 1.4839, 2.2983], [3.1441, 0.6075, 1.0400], [-1.6167, -2.0836, -2.9897], [0.9559, -2.4822, 0.6021], [-0.0994, 1.2335, 2.2587], [-0.9312, 0.2730, -4.4551], [0.3130, 1.4306, -5.0758], [-3.8706, 0.8509, 2.0387], [2.9505, -2.6432, 2.0247], [3.7181, 1.5178, 1.1443], [-1.2716, 2.5653, 2.2265], [1.7128, 1.4965, -0.2615], [-3.8883, 0.7154, 0.2803], [4.8955, -1.4550, 2.9550], [-1.9416, 1.6283, -0.6667], [-3.4914, 2.2734, 1.0564], [-1.5595, 1.1417, 3.2512], [5.2013, 0.2005, 2.6069]]}

{"formula": "C10H15F3N4O4S", "method": "ωB97M-V/def2-TZVPD", "homo_lumo_gap_ev": 9.739, "symbols": ["S", "F", "F", "F", "O", "O", "O", "O", "N", "N", "N", "N", "C", "C", "C", "C", "C", "C", "C", "C", "C", "C", "H", "H", "H", "H", "H", "H", "H", "H", "H", "H", "H", "H", "H", "H", "H"], "coordinates": [[1.9852, 2.2089, -0.1021], [0.5233, -1.0403, -3.1938], [-1.4051, -1.1303, -2.1643], [-0.0056, -2.8000, -2.0346], [2.1777, 3.2432, 0.8654], [1.9868, -3.2727, 1.1003], [3.2482, 1.1660, 0.1133], [0.8163, 1.2392, 0.5384], [-2.9146, 0.7230, 2.0707], [-0.7720, -0.1412, 2.5843], [0.3158, -1.8352, 0.2792], [-2.3820, -1.4317, 1.3892], [2.8877, -0.2042, 0.1549], [-0.0938, -1.4405, -2.0575], [-1.4589, 0.5957, 0.2168], [0.5683, -0.8449, -0.7597], [2.0660, -0.7021, -1.0488], [-0.0625, 0.5511, -0.4125], [-1.8137, -0.0983, 1.5576], [-1.0438, 2.3043, -1.9884], [-0.1495, 1.3592, -1.7230], [1.1769, -2.5827, 0.6825], [3.8340, -0.7354, 0.1305], [-1.8837, -2.0506, 2.0132], [2.4983, -1.6401, -1.3848], [-2.2360, 0.3280, -0.4857], [0.5328, 1.1305, -2.5250], [-0.5753, 0.8017, 2.8912], [-1.6279, 1.6464, 0.4184], [0.1063, -0.4932, 2.2244], [-3.3081, 0.2772, 2.8858], [-1.5794, 2.8123, -1.2017], [-1.2433, 2.6330, -2.9947], [2.2530, -0.0136, -1.8658], [2.4262, -0.4650, 1.1013], [-2.6118, 1.6658, 2.2768], [-2.2357, -1.7633, 0.4483]]}

{"formula": "C10H15IN2S", "method": "ωB97M-V/def2-TZVPD", "relative_energy_kj_mol": 60.0, "homo_lumo_gap_ev": 8.671, "symbols": ["I", "S", "N", "N", "C", "C", "C", "C", "C", "C", "C", "C", "C", "C", "H", "H", "H", "H", "H", "H", "H", "H", "H", "H", "H", "H", "H", "H", "H"], "coordinates": [[3.1395, -1.0994, -1.5107], [-0.4879, 1.3160, -2.0938], [0.4545, 0.8251, -0.7991], [-0.4256, -1.8466, 2.1978], [-1.4342, -1.1805, 1.8188], [-2.3501, -0.6495, 2.8433], [1.6628, 1.5069, -1.2269], [-2.7449, -0.1494, -0.0358], [2.9406, 0.9160, -0.9471], [-3.5583, 0.6597, -0.5598], [4.0502, 1.4754, -0.3754], [0.4854, -2.5364, 1.3037], [-1.9777, -1.1876, 0.3953], [1.1703, 1.7305, -2.6830], [1.5994, 1.1082, -3.4868], [0.6184, -0.2097, -1.0297], [-1.8057, -1.8675, -0.3323], [-2.9086, -1.3658, 3.3036], [-1.6728, -0.1809, 3.4838], [5.0441, 1.1122, -0.2107], [0.2884, -2.6413, 0.1896], [-2.8920, 0.1160, 2.4048], [1.2077, 2.7269, -3.1209], [1.6826, 2.4882, -0.8224], [3.9298, 2.4461, -0.1257], [0.4265, -3.4255, 1.8023], [-4.5666, 0.4291, -0.5541], [1.4486, -2.0058, 1.3686], [-3.3244, 1.4898, -1.1974]]}

{"formula": "C10H15N", "method": "ωB97M-V/def2-TZVPD", "relative_energy_kj_mol": 284.2, "homo_lumo_gap_ev": 9.020, "symbols": ["N", "C", "C", "C", "C", "C", "C", "C", "C", "C", "C", "H", "H", "H", "H", "H", "H", "H", "H", "H", "H", "H", "H", "H", "H", "H"], "coordinates": [[-1.7702, -0.2296, 0.6146], [0.7761, -0.6810, -0.4548], [-2.6504, -1.1946, 0.1484], [-0.4521, -0.6145, 1.0359], [1.4323, 0.5865, 0.2841], [-3.3374, 0.8171, -0.6106], [0.4688, 0.6010, 1.3829], [1.6215, -1.9366, -0.3890], [-3.6614, -0.5521, -0.5430], [-2.1267, 1.0036, 0.0445], [1.5146, 1.8263, -0.6342], [-2.8592, -2.1568, 0.4796], [-0.2228, 1.4157, 1.4339], [2.4037, 1.6224, -1.2318], [-3.8656, 1.5764, -0.9926], [0.1639, -0.5873, -1.4268], [1.2631, -2.6860, -1.0180], [-1.5769, 1.8784, 0.3403], [0.5992, 1.8202, -1.3507], [1.5727, -2.2031, 0.6463], [-0.4151, -1.5871, 1.5272], [1.5086, 2.7971, -0.1981], [2.3809, 0.3209, 0.6075], [0.9160, 0.4013, 2.2974], [2.6672, -1.6680, -0.7793], [-4.6165, -0.8656, -0.9036]]}